1.
{"formula": "C24H27FN2O9", "method": "ωB97M-V with the def2-TZVPD basis set", "symbols": ["F", "O", "O", "O", "O", "O", "O", "O", "O", "O", "N", "N", "C", "C", "C", "C", "C", "C", "C", "C", "C", "C", "C", "C", "C", "C", "C", "C", "C", "C", "C", "C", "C", "C", "C", "C", "H", "H", "H", "H", "H", "H", "H", "H", "H", "H", "H", "H", "H", "H", "H", "H", "H", "H", "H", "H", "H", "H", "H", "H", "H", "H", "H"], "xyz": [[-0.35022, -2.56602, 3.96793], [-0.92325, 1.71229, 3.82791], [-4.99674, -2.30266, 4.85982], [1.27079, 3.57218, -6.49321], [1.87807, 0.40081, 3.54486], [1.73756, -1.86828, -0.17958], [-3.49431, 1.87711, 5.00177], [0.35698, -0.52862, 0.77664], [-4.42709, -0.15454, 5.28500], [0.65841, 3.89573, -8.52816], [1.12090, -0.82575, -0.11850], [0.71264, 3.22984, -7.51818], [0.83880, 2.27839, -2.15960], [1.53053, 1.68760, 4.01769], [-0.54307, -0.08194, -6.37367], [-1.27885, 0.44466, 3.29463], [-4.24004, -1.38216, 4.71700], [-1.17565, -0.53960, -7.52234], [-0.56832, 1.47869, -8.68255], [-2.57880, -2.60447, 3.20012], [-0.79284, -4.06157, 2.16982], [0.07844, 1.15569, -6.37292], [1.69150, 1.97991, -3.21458], [2.66026, -1.23125, 5.17001], [-2.99144, -1.35203, 3.90204], [-1.18653, 0.23846, -8.67323], [2.35292, 0.75860, -3.25561], [-1.11749, -2.71793, 2.80355], [0.29600, 2.16639, 3.26505], [-3.44604, 0.70567, 4.78700], [1.31642, 0.15201, -1.20131], [3.03299, -0.15773, 4.16618], [0.05372, 1.91306, -7.52742], [-2.49860, -0.10481, 3.96432], [0.64596, 1.35970, -1.14040], [2.16889, -0.16766, -2.24166], [2.34819, 2.40000, 3.84622], [-0.01479, 1.57780, -0.31495], [-0.53352, -0.68663, -5.47700], [-0.69100, -4.81230, 2.95578], [1.29503, 1.65962, 5.08760], [-1.48166, 0.55270, 2.22160], [-1.58956, -4.36373, 1.49042], [2.22879, -2.10008, 4.67384], [-3.20498, -2.75866, 2.31649], [2.67857, -1.11914, -2.25799], [0.57349, 1.52293, -5.48909], [-1.66286, -1.50548, -7.52088], [0.14959, -4.01235, 1.62595], [3.01459, 0.52720, -4.07932], [-0.56906, 2.09440, -9.56923], [0.27787, 3.25772, 3.24763], [3.64162, -0.59928, 3.37324], [3.55236, -1.56464, 5.70684], [1.84208, 2.70294, -4.00669], [3.60607, 0.63286, 4.65822], [0.32316, 3.22816, -2.13048], [-0.45145, -0.25150, 3.44139], [-2.81518, -3.43962, 3.86872], [-0.82930, -1.91884, 2.11415], [0.38065, 1.82172, 2.22773], [-1.67812, -0.12050, -9.56659], [1.93350, -0.87162, 5.89889]], "atomic_forces_ev_per_a": [[0.077, 0.032, -0.091], [0.028, -0.173, -0.159], [0.410, 0.594, 0.072], [0.044, 0.020, 0.058], [0.164, 0.020, -0.085], [-0.019, -0.077, 0.009], [0.051, -0.723, -0.040], [-0.128, 0.046, 0.005], [-0.116, 0.085, -0.052], [0.004, 0.036, -0.071], [0.148, 0.013, -0.071], [-0.009, 0.007, 0.018], [0.035, -0.038, -0.040], [-0.348, -0.026, -0.138], [-0.042, -0.017, -0.090], [-0.016, 0.292, 0.310], [-0.289, -0.627, -0.091], [0.010, 0.024, -0.004], [-0.049, -0.020, -0.126], [0.153, -0.223, 0.287], [0.111, 0.126, 0.304], [-0.002, -0.113, 0.117], [0.040, 0.034, 0.029], [0.056, -0.172, 0.063], [0.113, 0.367, -0.032], [0.010, -0.032, 0.075], [-0.045, 0.053, 0.011], [-0.204, -0.011, -0.377], [0.205, -0.030, -0.009], [-0.152, 0.706, 0.132], [0.027, 0.070, -0.042], [-0.249, -0.123, 0.082], [-0.034, -0.066, 0.008], [-0.002, -0.377, -0.065], [-0.089, 0.100, 0.019], [0.084, -0.063, -0.102], [0.062, -0.066, 0.025], [0.013, -0.058, 0.037], [0.004, 0.002, 0.010], [-0.122, -0.024, -0.041], [0.074, 0.075, 0.055], [0.074, -0.117, -0.042], [0.048, -0.007, -0.056], [-0.064, 0.059, -0.051], [-0.009, 0.113, -0.014], [-0.026, -0.023, 0.070], [-0.004, 0.056, -0.024], [0.000, -0.008, -0.004], [-0.024, 0.011, -0.022], [0.014, -0.002, 0.000], [0.038, 0.061, 0.035], [-0.140, -0.031, 0.198], [0.048, 0.127, 0.010], [-0.035, 0.032, 0.008], [0.006, 0.011, 0.001], [0.085, 0.046, -0.086], [-0.002, 0.010, 0.008], [-0.025, -0.084, -0.175], [-0.047, 0.021, -0.049], [0.000, -0.053, 0.233], [0.033, 0.039, -0.044], [-0.005, 0.002, -0.011], [0.024, 0.092, 0.012]], "energy_ev": -49445.1924, "max_force_ev_per_a": 0.7, "gap_ev": 8.7, "smiles": "CCOCCOCC1=C(C[C@H](C)F)C(=O)OC1=O.O=[N+]([O-])c1ccccc1.O=[N+]([O-])c1ccccc1", "e_lumo_ev": -0.904}

=====

2.
{"formula": "C24H27FeI2N3OSSi", "method": "ωB97M-V with the def2-TZVPD basis set", "symbols": ["I", "I", "Fe", "S", "Si", "O", "N", "N", "N", "C", "C", "C", "C", "C", "C", "C", "C", "C", "C", "C", "C", "C", "C", "C", "C", "C", "C", "C", "C", "C", "C", "C", "C", "H", "H", "H", "H", "H", "H", "H", "H", "H", "H", "H", "H", "H", "H", "H", "H", "H", "H", "H", "H", "H", "H", "H", "H", "H", "H", "H"], "xyz": [[-1.66921, 4.02239, 1.84410], [-6.96171, 1.00529, 1.92020], [0.34199, 0.25409, -0.06800], [4.82328, 1.15799, -0.06100], [0.35159, 0.13819, -3.88530], [-1.04311, 1.61289, 0.16910], [0.18029, -0.04831, 1.97290], [2.39519, 0.38079, 0.39660], [-1.14541, -1.35701, -0.02980], [-1.02101, 1.35849, -4.41400], [-0.98321, -0.65841, 2.27370], [-2.24401, 1.40519, 0.56400], [-4.19731, 2.29559, 1.75750], [5.08269, -2.20651, 2.18750], [0.48319, 0.17869, -2.05190], [0.57209, 0.95789, 2.76750], [3.72159, -2.47671, 2.30320], [-1.37771, 0.78249, 4.13450], [-3.00681, 0.25319, 0.24290], [4.58189, -0.29221, 0.87520], [-4.91642, 1.16869, 1.39230], [-1.79701, -0.25801, 3.31520], [2.77689, -1.67231, 1.70420], [3.20069, -0.54841, 0.99760], [-4.32141, 0.15659, 0.66110], [-2.40101, -0.83581, -0.59540], [-2.89131, 2.38169, 1.34840], [1.91009, 0.64829, -4.88860], [5.52788, -1.11911, 1.45810], [-0.15761, 1.39129, 3.85350], [-0.05261, -1.66201, -4.39660], [3.09839, 1.32559, -0.16310], [-1.30261, -1.80721, 1.35980], [-4.90121, -0.71551, 0.39510], [-1.09051, 1.45409, -5.49300], [1.72229, -1.87621, 1.77900], [0.21359, 2.19569, 4.46980], [-1.99861, 1.06129, -4.04920], [1.71939, 0.54749, -5.95470], [3.40149, -3.33341, 2.87450], [2.77199, 0.03069, -4.65330], [0.96879, -0.57561, -1.40700], [-2.30721, -2.19981, 1.55550], [-3.14891, -1.63361, -0.70720], [-0.08871, -1.76491, -5.47580], [-4.65111, 3.09599, 2.32160], [-0.57501, -2.60141, 1.54920], [-0.86931, -2.14451, -0.61380], [0.70779, -2.34701, -4.03390], [-1.97961, 1.10509, 4.96860], [-2.74021, -0.75941, 3.47830], [-1.00941, -1.99381, -4.00640], [2.66129, 2.16239, -0.67240], [1.50989, 1.42569, 2.50610], [6.57869, -0.91081, 1.34300], [5.80089, -2.85091, 2.67080], [2.18129, 1.68409, -4.70570], [-0.81491, 2.34709, -4.01670], [-2.14711, -0.45431, -1.59140], [0.52649, 1.11859, -1.47660]], "atomic_forces_ev_per_a": [[-0.415, 0.091, 0.029], [0.441, 0.033, -0.064], [-0.476, -0.551, 0.680], [-0.641, -0.161, 0.269], [0.059, -0.024, 0.157], [-0.034, 0.222, -0.092], [-0.931, 0.099, 1.704], [0.764, 1.299, -0.608], [-0.433, -0.687, 0.147], [0.440, -0.512, 0.126], [0.337, -0.020, 0.035], [-0.630, 0.296, 0.013], [-0.134, 0.066, 0.020], [0.260, 0.226, -0.142], [0.123, -0.030, -0.197], [-0.041, -0.315, -0.060], [-0.190, -0.042, -0.032], [0.359, -0.197, -0.362], [0.239, 0.134, -0.054], [-0.420, 0.260, -0.214], [-0.607, -0.127, 0.202], [0.166, -0.011, 0.380], [0.020, -0.024, 0.000], [0.926, -0.427, 0.314], [-0.148, 0.016, 0.077], [-0.323, 0.213, -0.301], [0.506, 0.357, 0.043], [-0.574, -0.227, 0.329], [0.041, -0.191, 0.106], [-0.279, -0.160, 0.298], [0.089, 0.677, 0.111], [0.477, -0.685, 0.332], [-0.171, -0.026, -0.115], [-0.036, -0.112, -0.050], [0.054, -0.034, -0.258], [-0.049, -0.056, 0.061], [0.014, 0.076, -0.036], [-0.173, -0.115, 0.147], [-0.073, -0.020, -0.201], [-0.047, -0.118, 0.049], [0.130, -0.143, 0.121], [0.913, -1.190, -1.671], [0.082, 0.002, 0.054], [0.125, -0.008, 0.024], [0.000, 0.007, -0.276], [-0.043, 0.015, 0.072], [-0.059, -0.032, -0.019], [0.133, 0.254, 0.121], [0.208, -0.094, 0.118], [-0.099, 0.088, 0.054], [-0.063, 0.005, -0.001], [-0.222, 0.001, 0.138], [-0.153, 0.149, -0.215], [0.062, 0.096, -0.035], [0.165, -0.011, 0.046], [0.058, -0.066, 0.020], [0.017, 0.204, 0.102], [0.091, 0.206, 0.143], [0.008, -0.036, 0.132], [0.155, 1.360, -1.772]], "energy_ev": -101145.1537, "max_force_ev_per_a": 2.2, "gap_ev": [6.6, 6.8], "multiplicity": 5, "e_lumo_ev": [-0.140, -0.190]}